1.
{"formula": "C23H25AlN7O", "method": "ωB97M-V/def2-TZVPD", "e_tot_ev": -43313.03804, "homo_lumo_gap_ev": 9.0, "e_homo_ev": -17.74, "de_lowest_kcal_mol": 1.9, "total_charge": 3, "elements": ["Al", "C", "N", "C", "C", "C", "C", "C", "C", "N", "C", "C", "C", "C", "C", "C", "N", "C", "C", "C", "C", "C", "N", "H", "H", "H", "H", "H", "H", "H", "H", "H", "H", "H", "H", "H", "H", "H", "H", "H", "H", "C", "N", "C", "C", "C", "N", "C", "O", "N", "H", "H", "H", "H", "H", "H", "H"], "xyz": [[-1.026555, -11.338271, 11.282129], [0.259028, -10.324121, 13.878212], [-0.126313, -11.615695, 13.255251], [1.089083, -12.424831, 13.113131], [0.859353, -13.388359, 11.993329], [1.572621, -14.584984, 11.813104], [1.178099, -15.536592, 10.847876], [0.014855, -15.293258, 10.109967], [-0.548974, -14.012516, 10.158645], [-0.114736, -13.081401, 11.080374], [-1.123043, -12.263745, 14.161846], [-2.481372, -11.894484, 13.671562], [-3.663921, -12.327648, 14.271493], [-4.920112, -12.104720, 13.714366], [-4.983883, -11.408223, 12.512704], [-3.800985, -10.945247, 11.948155], [-2.575369, -11.209365, 12.457292], [0.034361, -9.220286, 12.892377], [0.166987, -7.873243, 13.243897], [-0.019595, -6.906116, 12.254523], [-0.048078, -7.279414, 10.914400], [-0.151783, -8.596298, 10.603711], [-0.189362, -9.578649, 11.557473], [1.307484, -10.357729, 14.230602], [-0.278670, -10.123213, 14.819940], [1.280485, -12.987351, 14.079221], [1.949271, -11.782021, 12.880307], [2.495038, -14.743123, 12.416192], [1.760499, -16.463183, 10.655438], [-0.373810, -15.983092, 9.369228], [-1.414159, -13.765697, 9.586403], [-0.917430, -11.985926, 15.238901], [-1.007383, -13.356573, 14.108883], [-3.643922, -12.828930, 15.262493], [-5.810246, -12.475771, 14.248457], [-5.898950, -11.313135, 12.000171], [-3.862423, -10.328634, 11.044557], [0.289740, -7.553129, 14.267778], [-0.142650, -5.879091, 12.562818], [-0.042633, -6.535320, 10.153325], [-0.248577, -8.909337, 9.556534], [-0.902800, -11.103866, 7.157462], [-2.213574, -11.587252, 7.506919], [-2.930462, -12.170386, 6.510131], [-4.066503, -12.844834, 6.828158], [-4.573461, -12.759336, 8.156671], [-3.849415, -12.062225, 9.086585], [-2.652850, -11.587608, 8.800652], [-1.898902, -11.022031, 9.715545], [-5.715184, -13.335465, 8.576138], [-0.398483, -11.654310, 6.368128], [-0.345165, -11.141048, 8.076197], [-0.992780, -10.044686, 6.855267], [-2.501002, -12.042643, 5.544587], [-4.582636, -13.360264, 6.045383], [-6.464146, -13.739049, 8.006269], [-5.871858, -13.202808, 9.596875]], "atomic_forces_ev_per_a": [[-0.07, 0.70, 0.88], [-0.18, 0.45, 0.22], [0.26, 0.43, 1.15], [0.21, -0.86, 0.58], [-0.16, -1.68, -1.76], [0.58, -0.01, 0.17], [0.14, 0.24, 0.27], [0.08, 1.34, -0.55], [1.38, -0.74, 1.85], [-0.81, -0.10, -0.03], [0.65, -0.29, 0.24], [-2.12, 0.31, -1.31], [0.52, -0.07, 1.43], [0.17, 0.06, -0.06], [1.19, -0.42, 0.68], [-0.48, 0.13, -0.04], [-0.18, -1.11, 1.08], [0.63, 0.89, -1.67], [-0.81, -0.50, -0.75], [0.23, -0.39, 0.39], [-0.12, 0.51, 0.80], [-0.16, -1.32, -0.07], [0.34, 0.57, 0.94], [-0.31, 0.16, -0.47], [-0.18, -0.08, -0.56], [0.14, 0.60, -1.12], [-0.20, -0.17, 0.14], [-0.94, -0.04, -0.38], [-0.46, 0.78, 0.43], [0.10, -0.12, 0.23], [-0.29, 0.31, -0.44], [-0.45, -0.28, -1.13], [-0.06, 0.21, -0.08], [0.28, 0.29, -0.84], [0.47, 0.23, -0.50], [-0.91, 0.57, -0.45], [0.31, -0.48, 0.37], [0.06, -0.22, 0.14], [0.31, 0.21, -0.16], [-0.09, 0.35, -0.51], [-0.03, -0.03, 0.59], [0.55, 1.70, 0.25], [0.30, -0.34, 0.10], [-1.07, -0.42, 1.59], [-0.11, 0.35, -0.59], [0.27, 0.14, 0.05], [0.03, -0.78, 0.21], [-0.89, 0.01, -0.55], [0.46, -0.66, -0.04], [0.62, 0.77, 1.25], [-0.31, -0.27, 0.08], [0.68, 0.04, 0.00], [0.23, -0.42, 0.03], [0.01, -0.29, -0.68], [-0.38, -0.20, -0.18], [0.77, 0.27, 0.14], [-0.21, -0.30, -1.38]]}



2.
{"formula": "C23H25AsCl3F3GeInN3O5S", "method": "ωB97M-V/def2-TZVPD", "e_tot_ev": -218044.08761, "homo_lumo_gap_ev": [6.1, 1.5], "e_homo_ev": [-9.95, -9.94], "de_lowest_kcal_mol": 36.9, "spin_multiplicity": 2, "total_charge": 1, "elements": ["In", "O", "C", "O", "C", "C", "C", "N", "C", "C", "C", "C", "C", "C", "C", "N", "C", "C", "C", "C", "C", "N", "H", "H", "H", "H", "H", "H", "H", "H", "H", "H", "Cl", "Ge", "Cl", "Cl", "F", "C", "F", "F", "S", "O", "O", "O", "C", "C", "As", "C", "C", "C", "C", "H", "H", "H", "H", "H", "H", "H", "H", "H", "H", "H", "H", "H", "H", "H"], "xyz": [[-0.339684, -0.108402, 0.329809], [6.612385, 0.468560, -1.032108], [6.267623, 0.513110, 0.135004], [6.672445, 0.500255, 1.279917], [4.609160, 0.316964, 0.171990], [3.911968, 0.337109, -1.016050], [2.543651, 0.120401, -0.938779], [1.949320, -0.059917, 0.240858], [2.628717, -0.025927, 1.386210], [4.003990, 0.131083, 1.395363], [1.819979, -0.127119, 2.631828], [2.357145, 0.058957, 3.890013], [1.516766, -0.006964, 4.990466], [0.167057, -0.253009, 4.805858], [-0.297978, -0.417457, 3.515148], [0.516822, -0.367076, 2.460378], [1.667319, 0.056879, -2.143936], [2.149751, 0.205312, -3.430013], [1.255792, 0.156240, -4.489225], [-0.089580, -0.041669, -4.236900], [-0.492888, -0.204100, -2.923483], [0.370934, -0.166815, -1.909637], [4.423224, 0.511956, -1.947770], [4.589182, 0.126851, 2.299902], [3.405489, 0.281144, 4.024084], [1.915312, 0.149879, 5.985353], [-0.517286, -0.302693, 5.640646], [-1.348698, -0.580322, 3.310815], [3.201673, 0.358417, -3.621894], [1.614076, 0.274986, -5.504135], [-0.816545, -0.066020, -5.036315], [-1.533693, -0.370806, -2.671479], [-3.669557, -1.939239, -0.505630], [-2.940981, -0.010006, 0.188513], [-3.952010, 0.343300, 2.034354], [-3.604328, 1.403166, -1.271410], [-0.752986, 4.845281, 2.077428], [-0.617746, 4.412436, 0.832866], [0.257925, 5.170929, 0.188764], [-1.788610, 4.458215, 0.211817], [-0.022058, 2.677133, 0.866645], [-0.971224, 1.975924, 1.734911], [1.338957, 2.695901, 1.342763], [-0.169978, 2.167756, -0.512612], [-1.583562, -4.539185, -1.666963], [-1.017987, -4.502923, -0.249726], [0.184229, -2.996791, 0.024828], [1.162828, -3.523654, 1.647586], [1.280838, -5.021286, 1.930622], [1.517130, -3.292639, -1.379250], [2.091911, -4.702271, -1.487969], [-2.223741, -5.414065, -1.786604], [-0.790846, -4.611600, -2.414215], [-2.180894, -3.656089, -1.885008], [-0.448586, -5.404110, -0.033337], [-1.808722, -4.415292, 0.494201], [0.651202, -3.035818, 2.476135], [2.149222, -3.059533, 1.565946], [0.307297, -5.459784, 2.148505], [1.914177, -5.183533, 2.804196], [1.717669, -5.571714, 1.099874], [2.316788, -2.573058, -1.197915], [1.031606, -2.999527, -2.311939], [2.753358, -4.929355, -0.653179], [2.677630, -4.794046, -2.403781], [1.312921, -5.463627, -1.521938]], "atomic_forces_ev_per_a": [[1.79, 0.94, -0.23], [1.36, 0.43, -0.48], [-3.00, -1.19, -0.07], [1.40, 0.39, 0.49], [2.02, 0.61, 0.02], [-1.22, -0.23, 0.31], [0.45, 0.03, -0.56], [-1.29, -0.21, -0.02], [0.40, -0.04, 0.52], [-1.18, -0.13, -0.28], [0.08, -0.01, -0.58], [0.02, 0.02, 0.35], [0.16, 0.03, 0.00], [-0.21, -0.08, -0.08], [0.01, -0.04, 0.28], [-0.43, 0.00, -0.14], [0.11, 0.01, 0.59], [0.01, 0.02, -0.35], [0.18, 0.02, 0.01], [-0.25, -0.04, 0.06], [0.04, -0.06, -0.23], [-0.42, -0.13, 0.11], [0.29, 0.00, 0.03], [0.26, 0.08, -0.05], [-0.02, -0.02, -0.08], [-0.02, -0.01, -0.05], [-0.01, 0.01, -0.03], [-0.05, 0.02, 0.03], [-0.02, 0.02, 0.09], [-0.02, 0.01, 0.04], [0.00, -0.02, 0.03], [-0.04, 0.01, -0.04], [0.11, 0.24, 0.11], [-1.04, -0.21, -0.08], [0.30, -0.05, -0.21], [0.31, -0.19, 0.30], [0.00, 0.00, -0.02], [0.09, 0.12, -0.12], [-0.07, -0.07, 0.02], [-0.13, 0.05, -0.01], [1.28, 0.60, 0.41], [-0.33, -0.55, -0.15], [-0.75, 0.15, -0.16], [-0.17, -0.55, 0.21], [0.07, -0.06, -0.04], [-0.91, 0.48, -0.35], [1.01, -1.93, 0.19], [0.08, 0.55, 0.54], [-0.33, -0.15, -0.33], [0.10, 0.81, -0.59], [-0.24, -0.24, 0.44], [0.01, 0.03, 0.02], [-0.03, -0.02, 0.03], [0.01, -0.04, -0.02], [0.27, 0.10, 0.13], [-0.07, -0.08, 0.02], [0.07, 0.04, 0.09], [-0.08, 0.08, -0.09], [0.02, -0.01, 0.04], [0.00, 0.18, -0.03], [0.02, -0.01, 0.05], [-0.04, 0.06, 0.01], [0.03, 0.03, -0.01], [0.01, 0.02, -0.05], [-0.05, 0.18, 0.00], [0.03, -0.04, -0.05]]}